The following is a quantum chemistry calculation of a structure of composition C34H28BrCl2FN3O3S2Ti, from the OMol25 dataset.

Calculated values
E_tot (a.u.): -6942.4518
E_LUMO (eV): -2.8
Total charge: +1
Frontier orbital gap (eV): 7.441

Cartesian coordinates (Å):
Ti1 0.2380 0.3495 -0.7105
O1 1.5605 -2.6337 6.2428
C1 1.1372 -2.2106 5.0368
C2 1.2226 -2.9821 3.8794
C3 0.7566 -2.4368 2.7006
N1 0.2264 -1.2149 2.6008
C4 0.1639 -0.5195 3.7166
Br1 -0.5705 1.2322 3.5605
C5 0.5904 -0.9359 4.9621
H1 1.9374 -3.5190 6.1776
H2 1.6421 -3.9797 3.8982
H3 0.8123 -3.0063 1.7788
H4 0.5127 -0.3123 5.8394
O2 -0.2322 -1.3816 -0.6804
C6 -0.1802 -2.5433 -1.3420
C7 -0.7904 -3.6687 -0.7947
C8 -0.7505 -4.8665 -1.4818
C9 -0.1021 -4.9552 -2.7117
C10 0.5139 -3.8402 -3.2418
C11 0.4887 -2.6176 -2.5643
C12 1.1597 -1.4312 -3.0753
N2 1.2605 -0.2464 -2.4699
C13 2.0268 0.5630 -3.2926
C14 2.3812 -0.1311 -4.3928
N3 1.8211 -1.3833 -4.2451
H5 -1.2868 -3.5748 0.1625
H6 -1.2265 -5.7414 -1.0591
H7 -0.0765 -5.8931 -3.2478
H8 1.0210 -3.9314 -4.1943
H9 2.2668 1.5750 -3.0214
H10 2.9608 0.1432 -5.2549
H11 1.9058 -2.1430 -4.8972
Cl1 0.6391 2.8058 0.1859
C15 -0.4261 3.8868 -0.6909
C16 -0.5879 5.1649 -0.1915
C17 -1.4335 6.0300 -0.8654
C18 -2.0939 5.5970 -2.0059
C19 -1.9039 4.3092 -2.4764
Cl2 -2.7643 3.8174 -3.8971
C20 -1.0462 3.3988 -1.8393
S1 -0.7497 1.8080 -2.4964
H12 -0.0654 5.4689 0.7044
H13 -1.5814 7.0368 -0.5013
H14 -2.7610 6.2565 -2.5429
F1 6.8786 2.1205 -1.7736
C21 5.7291 1.6527 -1.2537
C22 5.0254 2.4393 -0.3647
C23 3.8386 1.9502 0.1611
C24 3.3452 0.6950 -0.1946
C25 2.0676 0.1445 0.3522
C26 4.1067 -0.0736 -1.0777
C27 5.2965 0.3914 -1.6131
H15 5.4129 3.4089 -0.0836
H16 3.3062 2.5545 0.8844
H17 1.8528 0.5221 1.3567
H18 2.1331 -0.9439 0.4051
H19 3.7637 -1.0672 -1.3459
H20 5.8912 -0.2079 -2.2888
C28 -3.7447 1.5725 -0.6621
S2 -2.6762 1.4577 0.7617
O3 -1.4456 0.7070 0.2666
C29 -3.5422 0.2268 1.6904
C30 -3.4191 -1.1113 1.3421
C31 -4.1117 -2.0512 2.0863
C32 -4.9084 -1.6495 3.1530
C33 -5.0112 -0.3087 3.4923
C34 -4.3149 0.6442 2.7615
H21 -3.7354 0.6191 -1.1878
H22 -3.3830 2.3707 -1.3060
H23 -4.7397 1.7999 -0.2794
H24 -2.7710 -1.4034 0.5252
H25 -4.0301 -3.1010 1.8377
H26 -5.4468 -2.3906 3.7286
H27 -5.6203 -0.0041 4.3321
H28 -4.3637 1.6919 3.0321

Force components x, y, z for each atom (eV/Å):
-0.260 0.573 -0.316
0.004 -0.021 -0.047
0.025 -0.040 0.078
-0.018 0.031 0.005
-0.020 -0.006 -0.031
-0.032 0.018 0.033
-0.030 -0.016 -0.071
0.061 0.059 0.108
-0.023 0.004 -0.060
-0.010 0.018 0.017
0.008 0.001 0.000
-0.003 0.007 -0.003
0.002 0.001 0.002
-0.215 -0.566 -0.149
0.065 0.171 0.156
0.007 -0.067 -0.082
-0.017 -0.003 0.046
0.013 0.024 -0.006
-0.022 -0.014 0.002
0.032 -0.035 -0.073
-0.013 -0.052 0.050
0.014 -0.070 -0.155
-0.010 0.038 0.085
-0.016 -0.047 -0.029
0.102 0.034 0.007
-0.004 -0.002 0.000
-0.004 -0.002 -0.010
0.003 -0.002 0.001
0.006 -0.004 0.001
-0.030 0.018 -0.018
0.011 -0.004 0.003
-0.017 0.004 -0.009
0.212 0.265 -0.020
0.015 -0.166 0.121
-0.063 0.009 -0.048
0.001 -0.022 -0.005
0.015 0.020 0.028
-0.027 0.008 -0.045
0.014 -0.002 0.017
-0.057 -0.011 0.078
0.376 -0.185 0.152
0.002 0.000 0.001
-0.001 0.002 -0.005
-0.004 0.002 0.002
-0.008 -0.008 0.010
0.019 0.009 -0.012
-0.007 -0.010 -0.013
0.014 0.015 0.032
-0.081 -0.079 -0.057
0.043 0.202 -0.102
0.057 -0.015 -0.007
-0.018 0.014 0.035
-0.001 0.002 -0.003
-0.016 0.003 -0.006
-0.059 -0.009 0.012
-0.097 -0.012 0.077
-0.006 0.003 0.004
-0.002 0.002 -0.007
-0.070 -0.060 -0.033
0.205 0.086 0.067
0.041 -0.046 0.156
-0.049 -0.089 -0.013
0.013 0.015 0.030
-0.001 0.003 0.011
-0.002 -0.021 -0.005
0.010 0.020 -0.015
-0.028 -0.019 0.019
-0.022 -0.010 0.022
-0.025 -0.022 0.030
-0.009 0.028 -0.037
0.009 0.018 -0.001
-0.006 -0.001 -0.001
0.004 0.001 0.003
0.000 0.002 -0.001
0.002 0.005 -0.004

---

The following is a quantum chemistry calculation of a structure of composition C15H17N2OReSbSe4 in a non-equilibrium geometry, from the OMol25 dataset.

Calculated values
E_tot (a.u.): -10690.1306
E_LUMO (spin up / spin down) (eV): -9.1 / -9.1
Total charge: +2
2S+1: 2
Frontier orbital gap (spin up / spin down) (eV): 4.384 / 4.400

Cartesian coordinates (Å):
Re1 0.0054 -0.7064 -0.4719
N1 -0.9502 -0.4489 1.5178
C1 -0.2623 0.5642 2.2679
C2 0.3477 0.2620 3.4789
C3 0.9401 1.2685 4.2196
C4 0.9245 2.5744 3.7468
C5 0.3240 2.8737 2.5377
C6 -0.2819 1.8800 1.7677
C7 -0.8034 2.1935 0.4308
C8 -1.3481 3.4618 0.2011
C9 -1.6880 3.8782 -1.0690
C10 -1.4495 3.0484 -2.1584
C11 -0.9534 1.7765 -1.9463
C12 -0.6731 1.2904 -0.6610
H1 -0.9415 -1.3374 2.0379
H2 -1.9614 -0.1538 1.4508
H3 0.3261 -0.7493 3.8599
H4 1.3929 1.0314 5.1676
H5 1.3898 3.3619 4.3191
H6 0.3437 3.8872 2.1691
H7 -1.5232 4.1158 1.0404
H8 -2.1233 4.8532 -1.2158
H9 -1.6699 3.3827 -3.1594
H10 -0.7819 1.1386 -2.8097
C13 1.4165 -3.6707 -2.1593
N2 2.7136 -3.1768 -1.7430
C14 3.8582 -3.8962 -2.2446
C15 2.8136 -2.1235 -0.9709
O1 1.8329 -1.4707 -0.5473
H11 1.5519 -4.4997 -2.8495
H12 0.8447 -2.8860 -2.6685
H13 0.8486 -4.0262 -1.2930
H14 3.7710 -4.9541 -1.9969
H15 4.7822 -3.5167 -1.8162
H16 3.8981 -3.8069 -3.3322
H17 3.8171 -1.8071 -0.6740
Se1 -4.9113 0.4984 -2.9834
Sb1 -4.3539 -0.6197 -0.8747
Se2 -5.5977 -2.6545 -0.2112
Se3 -4.0766 0.7815 1.1299
Se4 -1.7900 -1.6175 -1.4873

Force components x, y, z for each atom (eV/Å):
-3.081 0.981 1.102
0.614 -0.803 -1.253
0.442 0.898 0.222
-0.203 -0.086 -0.242
-0.046 0.121 -0.083
-0.001 -0.120 0.106
-0.096 -0.203 -0.053
0.263 -0.442 0.265
-0.270 0.151 -0.035
0.124 -0.442 0.188
0.050 -0.100 -0.064
0.064 -0.307 -0.022
-0.070 0.056 -0.611
1.111 -1.280 0.304
-0.047 0.338 -0.263
-0.099 -0.041 -0.455
0.003 -0.129 0.038
0.100 -0.002 0.113
0.030 0.051 0.061
0.049 0.074 -0.041
0.019 0.083 0.086
-0.046 0.138 -0.022
-0.040 0.004 -0.101
-0.114 0.041 0.082
-0.753 -0.084 -0.103
-0.366 1.075 0.774
0.915 -0.416 -0.285
1.909 -1.735 -1.233
-2.125 1.616 0.562
0.047 0.065 0.048
0.133 -0.125 0.063
0.072 0.068 -0.112
-0.076 0.066 0.086
-0.024 0.092 0.008
-0.012 0.070 0.089
-0.131 -0.051 -0.066
0.601 -0.987 1.215
-1.677 2.337 -0.332
0.274 -0.018 -0.084
0.346 -0.963 -0.684
2.112 0.007 0.732

---

The following is a quantum chemistry calculation of a structure of composition ClFHP3 in a non-equilibrium geometry, from the OMol25 dataset.

Calculated values
E_tot (a.u.): -1584.6951
E_LUMO (spin up / spin down) (eV): -1.7 / -1.7
Frontier orbital gap (spin up / spin down) (eV): 7.018 / 7.011

Cartesian coordinates (Å):
F1 -0.2042 -2.8782 -0.2290
P1 0.9503 -0.0644 0.8890
P2 -1.0124 1.1059 0.8799
P3 -0.3850 -1.1632 -0.4910
Cl1 -0.7384 2.3287 -0.7157
H1 1.3898 0.6713 -0.3333

Force components x, y, z for each atom (eV/Å):
-0.561 2.719 0.459
-0.465 0.855 -1.628
0.680 -2.185 0.202
0.428 -0.810 0.119
-0.021 0.079 -0.400
-0.061 -0.658 1.247

---

The following is a quantum chemistry calculation of a structure of composition C32H48N4O11PbS2Si, from the OMol25 dataset.

Calculated values
E_tot (a.u.): -3573.9876
E_LUMO (eV): 4.0
Total charge: -2
Frontier orbital gap (eV): 7.400

Cartesian coordinates (Å):
Pb1 0.5692 -1.1265 -0.8421
C1 2.7364 -5.5513 3.4692
C2 3.0439 -4.8459 2.1761
C3 4.0615 -3.8975 2.1034
C4 4.2812 -3.1756 0.9413
C5 3.4747 -3.4025 -0.1675
C6 2.4652 -4.3513 -0.1142
C7 2.2605 -5.0699 1.0521
S1 3.6311 -2.3591 -1.6037
O1 5.0500 -2.1197 -1.7728
O2 2.9110 -3.0365 -2.6597
N1 2.8448 -1.0276 -1.2752
C8 3.4714 -0.0320 -0.4162
C9 2.8191 0.1086 0.9668
O3 3.4529 0.6276 1.8774
O4 1.5929 -0.3027 1.0664
H1 3.5856 -5.5165 4.1539
H2 2.4711 -6.5961 3.2990
H3 1.8858 -5.0747 3.9631
H4 4.6756 -3.7037 2.9767
H5 5.0673 -2.4327 0.8923
H6 1.8134 -4.4972 -0.9635
H7 1.4344 -5.7703 1.0968
H8 3.3749 0.9527 -0.8866
H9 4.5365 -0.2196 -0.2767
C10 1.3965 3.6454 2.3688
C11 1.6364 3.8927 0.8830
C12 0.9258 5.1659 0.4266
C13 3.1350 3.9796 0.6015
O5 1.1144 2.7584 0.2117
Si1 0.6021 2.4929 -1.3247
O6 0.6498 0.9454 -1.6477
O7 -0.8821 3.1999 -1.5352
C14 -2.1486 2.6494 -1.1702
C15 -2.0907 1.9858 0.2034
C16 -2.5848 1.6507 -2.2364
C17 -3.1151 3.8295 -1.1299
O8 1.5907 3.4031 -2.2998
C18 1.9082 3.1269 -3.6620
C19 2.4872 4.4235 -4.2192
C20 0.6584 2.7352 -4.4483
C21 2.9479 2.0108 -3.7165
H10 1.8088 4.4608 2.9700
H11 1.8688 2.7055 2.6584
H12 0.3242 3.5693 2.5635
H13 1.3056 6.0296 0.9793
H14 -0.1489 5.0800 0.6000
H15 1.0859 5.3307 -0.6405
H16 3.5822 4.8167 1.1454
H17 3.3033 4.1165 -0.4677
H18 3.6145 3.0532 0.9231
H19 -1.3814 1.1576 0.2130
H20 -3.0691 1.5795 0.4673
H21 -1.7716 2.7057 0.9600
H22 -1.8772 0.8237 -2.2932
H23 -2.6190 2.1474 -3.2097
H24 -3.5645 1.2332 -2.0015
H25 -2.7931 4.5521 -0.3770
H26 -4.1256 3.4915 -0.8875
H27 -3.1316 4.3274 -2.1014
H28 1.7420 5.2194 -4.1611
H29 2.7920 4.2974 -5.2610
H30 3.3576 4.7212 -3.6314
H31 -0.1026 3.5128 -4.3563
H32 0.2473 1.8016 -4.0631
H33 0.9061 2.5988 -5.5042
H34 3.8347 2.3042 -3.1495
H35 3.2463 1.8091 -4.7488
H36 2.5472 1.0961 -3.2779
O9 0.6725 -2.5822 1.8969
C22 -0.5505 -2.5817 2.4680
C23 -0.8367 -1.6799 3.4973
C24 -2.0560 -1.7191 4.1507
C25 -2.9981 -2.6781 3.8018
C26 -2.7118 -3.5574 2.7671
C27 -1.5165 -3.5109 2.0553
C28 -1.3966 -4.3925 0.8022
O10 -2.1940 -5.3659 0.7428
O11 -0.6090 -4.0297 -0.0933
H37 1.1099 -1.7089 2.0042
H38 -0.0822 -0.9490 3.7668
H39 -2.2621 -1.0052 4.9404
H40 -3.9486 -2.7328 4.3208
H41 -3.4250 -4.3103 2.4601
C29 -6.6671 0.1840 0.6928
C30 -5.8543 -0.9355 1.3396
C31 -4.9641 -1.6268 0.3507
N2 -4.0893 -1.0031 -0.3553
N3 -3.3236 -1.8216 -1.1439
C32 -3.6483 -3.0762 -1.0168
N4 -3.0604 -4.1195 -1.6817
S2 -4.9699 -3.3362 0.0840
H42 -7.2756 0.7051 1.4347
H43 -7.3283 -0.2131 -0.0797
H44 -5.9987 0.9041 0.2219
H45 -6.5135 -1.6680 1.8098
H46 -5.2206 -0.5282 2.1311
H47 -2.1737 -3.8035 -2.0569
H48 -2.8310 -4.8741 -1.0215

Force components x, y, z for each atom (eV/Å):
0.176 0.073 -0.031
0.004 -0.003 0.004
0.012 0.004 0.003
-0.002 -0.006 0.005
0.011 0.006 -0.003
0.011 0.000 0.011
0.010 0.015 -0.004
-0.004 -0.014 -0.005
0.004 -0.058 -0.005
0.002 0.005 0.004
-0.005 0.011 0.008
0.001 0.054 -0.015
-0.010 -0.057 0.057
-0.064 0.106 -0.047
0.011 0.001 0.026
0.043 -0.089 0.007
0.000 -0.002 0.000
-0.002 -0.001 0.000
-0.002 0.002 -0.001
0.000 -0.001 -0.001
-0.005 -0.001 -0.002
-0.007 -0.011 -0.004
0.000 0.002 -0.006
-0.003 0.008 0.007
0.000 0.001 -0.011
-0.011 -0.027 -0.004
0.006 0.034 -0.024
-0.016 0.001 0.008
0.003 -0.040 0.010
-0.013 -0.010 -0.013
0.216 -0.012 0.065
-0.299 -0.003 -0.043
-0.059 0.001 0.005
0.032 -0.008 0.001
-0.035 -0.001 0.006
0.016 -0.030 -0.002
0.000 -0.004 -0.001
-0.038 -0.014 -0.020
0.038 -0.004 0.018
0.009 0.003 0.001
-0.003 0.012 0.015
0.004 0.008 0.001
0.001 -0.005 -0.004
0.015 -0.004 -0.010
0.004 0.006 -0.002
0.003 0.000 0.003
0.003 0.002 0.000
0.003 -0.001 0.006
-0.003 0.011 -0.004
-0.006 0.009 -0.008
0.004 0.002 0.005
0.009 -0.001 -0.013
0.014 -0.003 -0.003
-0.004 0.011 0.003
0.006 0.018 0.007
-0.007 -0.002 0.001
-0.031 -0.010 0.010
0.002 -0.003 -0.001
0.003 0.001 0.000
-0.001 0.001 -0.002
0.000 0.002 0.000
0.000 0.000 0.001
-0.001 0.000 0.000
0.002 -0.002 0.001
-0.004 -0.012 0.004
-0.002 0.000 0.001
-0.003 -0.002 -0.009
-0.001 -0.004 -0.001
0.003 -0.004 0.002
-0.062 0.046 0.020
0.039 -0.020 0.006
-0.012 0.017 -0.004
0.012 0.004 0.000
-0.005 -0.002 0.003
0.000 0.013 0.014
-0.013 -0.032 -0.006
0.047 0.042 0.019
-0.085 -0.063 0.009
0.029 0.026 0.045
0.003 -0.031 -0.047
0.002 0.001 0.002
0.000 0.002 0.000
0.006 0.000 -0.002
-0.004 -0.001 -0.009
0.011 0.003 0.006
-0.013 0.014 -0.009
-0.025 0.013 0.005
0.071 0.072 -0.065
-0.128 -0.095 0.028
0.039 0.083 -0.014
0.009 -0.003 -0.012
0.058 -0.030 0.016
0.002 0.000 0.001
0.001 0.000 0.000
-0.002 -0.001 -0.002
-0.006 0.001 -0.008
-0.003 -0.015 0.013
0.044 0.048 -0.066
-0.051 -0.053 0.048